# 1
{
  "formula": "C5H11NO",
  "method": "ωB97M-V/def2-TZVPD",
  "de_lowest_kcal_mol": 115.1,
  "lumo_ha": 0.041,
  "charge": 0,
  "molar_mass_da": 101.1,
  "fmax_ev_per_a": 0.3,
  "elements": ["C", "O", "C", "C", "N", "C", "C", "H", "H", "H", "H", "H", "H", "H", "H", "H", "H", "H"],
  "positions_angstrom": [[2.6479, 0.6114, 0.1500], [1.4566, 0.9550, -0.5092], [0.6822, -0.1755, -0.8512], [-0.0777, -0.8940, 0.2211], [-1.2878, -0.5245, -0.2296], [-2.5424, -0.6272, 0.1363], [-0.7128, 0.2679, -1.3352], [3.2083, 1.5362, 0.3096], [3.2619, -0.0754, -0.4556], [2.4513, 0.1406, 1.1251], [1.2563, -0.8007, -1.5549], [0.1172, -1.6096, 1.0092], [-0.8086, 0.6364, 1.8630], [-1.5555, 0.7405, 1.8575], [-2.7903, -1.2499, 0.9856], [-3.2982, -0.1149, -0.4417], [-0.8978, 1.3360, -1.1999], [-1.0444, -0.0815, -2.3162]],
  "mulliken_charge": [-0.745, -0.363, 0.359, -0.842, 0.105, -0.488, -0.889, 0.251, 0.306, 0.284, 0.408, 0.456, -0.106, 0.079, 0.321, 0.230, 0.325, 0.309]
}


# 2
{
  "formula": "C6H15NO",
  "method": "ωB97M-V/def2-TZVPD",
  "de_lowest_kcal_mol": 46.2,
  "smiles": "C/C=C(/C)N.CCO",
  "lumo_ha": 0.034,
  "charge": 0,
  "molar_mass_da": 117.2,
  "fmax_ev_per_a": 2.8,
  "elements": ["C", "C", "O", "H", "H", "H", "H", "H", "H", "C", "C", "C", "N", "C", "H", "H", "H", "H", "H", "H", "H", "H", "H"],
  "positions_angstrom": [[1.3233, -0.4967, -1.1174], [1.6525, -1.9733, -1.2832], [2.2234, 0.1775, -0.2540], [3.1267, -0.0778, -0.4753], [1.3351, -0.0103, -2.1055], [0.2906, -0.4292, -0.5225], [2.6643, -2.1169, -1.6711], [0.9586, -2.4342, -1.9824], [1.5795, -2.4811, -0.3226], [-0.3544, 1.4962, 2.2880], [-2.2390, -0.5594, -0.4371], [-0.8650, 1.0816, 0.9415], [-0.5847, 1.9603, -0.0847], [-1.3252, -0.1742, 0.6974], [-0.5351, 1.5114, -1.0034], [0.2220, 2.5476, 0.0716], [-1.4197, -0.8232, 1.5584], [0.7309, 1.3359, 2.3401], [-0.8251, 0.9285, 3.0811], [-0.5350, 2.5502, 2.4685], [-2.0141, 0.0078, -1.3413], [-2.1184, -1.6201, -0.6625], [-3.2912, -0.4008, -0.1835]],
  "mulliken_charge": [0.217, -1.302, -0.494, 0.265, 0.216, -0.098, 0.417, 0.320, 0.337, -1.534, -1.033, 1.094, -0.533, -0.737, 0.245, 0.281, 0.368, 0.286, 0.382, 0.398, 0.250, 0.320, 0.336]
}


# 3
{
  "formula": "FH3S",
  "method": "ωB97M-V/def2-TZVPD",
  "de_lowest_kcal_mol": 26.0,
  "smiles": "F.S",
  "lumo_ha": 0.025,
  "charge": 0,
  "molar_mass_da": 54.1,
  "fmax_ev_per_a": 3.1,
  "elements": ["H", "H", "H", "F", "S"],
  "positions_angstrom": [[-0.8250, -0.9593, 0.7834], [-1.6945, 0.7435, 0.4094], [1.6681, -0.2682, -0.2904], [1.4246, 0.3689, -0.9227], [-0.5732, 0.1151, 0.0203]],
  "mulliken_charge": [0.136, 0.138, 0.399, -0.370, -0.303]
}


# 4
{
  "formula": "C3H8NO",
  "method": "ωB97M-V/def2-TZVPD",
  "de_lowest_kcal_mol": 34.9,
  "lumo_ha": [0.021, 0.021],
  "charge": 0,
  "spin_multiplicity": 2,
  "molar_mass_da": 74.1,
  "s2": 0.767,
  "fmax_ev_per_a": 6.0,
  "elements": ["C", "C", "C", "N", "H", "H", "H", "H", "H", "H", "H", "H", "O"],
  "positions_angstrom": [[1.4586, -0.1160, 0.2966], [0.8152, -1.1826, 0.8372], [0.5205, 1.3557, -1.5021], [0.4734, 0.7898, -0.3291], [2.3995, -0.1436, -0.1462], [-0.3018, -1.2678, 1.1743], [1.4874, -2.0149, 1.0822], [-0.1939, 2.1626, -1.8743], [1.5586, 1.2837, -1.9993], [-0.3005, 0.8805, 0.2825], [-3.1313, -0.1230, 1.1169], [-2.5313, -1.1462, 0.2677], [-2.2545, -0.4782, 0.7936]],
  "mulliken_charge": [-0.171, -0.630, -0.490, -0.045, 0.347, 0.194, 0.236, 0.236, 0.131, 0.223, 0.293, 0.286, -0.611]
}


# 5
{
  "formula": "C5H12O2",
  "method": "ωB97M-V/def2-TZVPD",
  "de_lowest_kcal_mol": 47.2,
  "lumo_ha": [0.087, 0.086],
  "charge": -1,
  "spin_multiplicity": 2,
  "molar_mass_da": 104.1,
  "s2": 0.771,
  "fmax_ev_per_a": 2.9,
  "elements": ["C", "C", "C", "C", "C", "H", "H", "H", "H", "H", "H", "H", "H", "H", "H", "O", "H", "H", "O"],
  "positions_angstrom": [[-2.5104, 1.7730, 0.2992], [-1.2849, 2.1166, 0.8357], [-0.4045, 3.2501, 0.5494], [0.9353, 3.2086, 0.8572], [1.6450, 2.1932, 1.6740], [-3.0154, 0.8199, 0.3273], [-2.9863, 2.5746, -0.2786], [-0.9538, 1.6553, 1.7731], [-0.8342, 4.0064, -0.1098], [1.5855, 3.9372, 0.4001], [1.2402, 1.2069, 1.8836], [2.5629, 1.9341, 1.1101], [2.0193, 2.5258, 2.6659], [-0.6308, -2.6191, -4.4077], [-0.3581, -3.9704, -4.2940], [0.1590, -3.1624, -4.4874], [0.6367, -7.5452, -0.2199], [1.5472, -6.8168, 0.7936], [0.6472, -7.0880, 0.6281]],
  "mulliken_charge": [-0.924, -0.258, -0.614, -0.184, -1.000, 0.230, 0.209, 0.191, 0.280, 0.316, 0.362, 0.229, 0.170, 0.332, 0.310, -0.649, 0.316, 0.321, -0.637]
}


# 6
{
  "formula": "C28H35CaN2S2",
  "method": "ωB97M-V/def2-TZVPD",
  "de_lowest_kcal_mol": 0.0,
  "lumo_ha": 0.098,
  "charge": -1,
  "molar_mass_da": 503.8,
  "fmax_ev_per_a": 0.5,
  "elements": ["Ca", "C", "C", "C", "C", "C", "C", "C", "C", "C", "H", "H", "H", "H", "H", "H", "H", "H", "H", "H", "H", "H", "C", "C", "C", "C", "C", "C", "C", "C", "C", "C", "N", "C", "C", "C", "C", "C", "N", "H", "H", "H", "H", "H", "H", "H", "H", "H", "H", "H", "H", "H", "H", "H", "H", "H", "C", "C", "S", "C", "C", "S", "H", "H", "H", "H", "H", "H"],
  "positions_angstrom": [[0.5432, -0.6029, 0.5449], [-0.0959, 2.2644, -2.6973], [-0.2815, 2.3502, -1.2054], [-1.5328, 2.0863, -0.6479], [-1.7397, 2.1342, 0.7234], [-3.0925, 1.8297, 1.3036], [-0.6550, 2.4402, 1.5473], [0.5996, 2.7357, 1.0242], [1.7385, 3.1281, 1.9258], [0.7722, 2.6794, -0.3609], [-0.2303, 1.2374, -3.0463], [0.9004, 2.5916, -2.9928], [-0.8312, 2.8844, -3.2143], [-2.3605, 1.8299, -1.3022], [-3.8850, 2.2188, 0.6627], [-3.2043, 2.2709, 2.2945], [-3.2268, 0.7497, 1.3923], [-0.7983, 2.4671, 2.6231], [2.4040, 2.2807, 2.1006], [1.3661, 3.4801, 2.8884], [2.3314, 3.9232, 1.4720], [1.7511, 2.8850, -0.7791], [-4.0763, -1.8322, -3.3490], [-3.0033, -0.7427, -3.3193], [-1.6602, -1.1919, -3.8534], [-1.5088, -1.3351, -5.2306], [-0.2917, -1.6853, -5.7859], [0.8056, -1.8559, -4.9546], [0.7022, -1.7048, -3.5782], [1.9512, -1.7427, -2.7368], [2.5901, -0.3513, -2.7158], [-0.5519, -1.4150, -3.0197], [-0.7003, -1.3087, -1.6172], [-1.5140, -2.1612, -1.0754], [-1.9666, -2.1336, 0.2685], [-2.7228, -3.1269, 0.9096], [-2.8726, -2.7100, 2.2278], [-2.1936, -1.4860, 2.3198], [-1.6574, -1.1193, 1.1482], [-5.0442, -1.4332, -3.0403], [-3.8242, -2.6524, -2.6763], [-4.1826, -2.2459, -4.3537], [-2.8923, -0.3662, -2.3019], [-3.3408, 0.0980, -3.9331], [-2.3662, -1.1576, -5.8719], [-0.1914, -1.8049, -6.8575], [1.7740, -2.0992, -5.3784], [2.6544, -2.4594, -3.1683], [1.7453, -2.0871, -1.7209], [2.8236, -0.0299, -3.7345], [3.4928, -0.3285, -2.1104], [1.9057, 0.3823, -2.2828], [-1.8970, -2.9938, -1.6743], [-3.0904, -4.0357, 0.4565], [-3.3860, -3.2223, 3.0262], [-2.0802, -0.8620, 3.1966], [3.7501, -3.9258, 0.4651], [3.0815, -2.6116, 0.8356], [1.5194, -2.8033, 1.6529], [3.7086, -1.4546, 0.5291], [5.0694, -1.5043, -0.1431], [3.1064, 0.1918, 0.8255], [3.1009, -4.7585, 0.7255], [4.7026, -4.0600, 0.9886], [3.9657, -3.9826, -0.6079], [5.7419, -2.2127, 0.3479], [5.5319, -0.5190, -0.1176], [5.0021, -1.8141, -1.1939]],
  "mulliken_charge": [0.801, -1.603, 1.048, -0.267, 1.020, -1.667, -0.758, 0.457, -1.436, -0.203, 0.115, 0.334, 0.483, 0.181, 0.403, 0.408, 0.211, 0.325, 0.215, 0.389, 0.360, 0.120, -1.298, -0.232, 1.133, -0.662, -1.013, -0.499, 0.550, -0.323, -0.860, -1.928, 1.626, -0.490, 0.020, -0.931, -0.899, -0.683, -0.092, 0.407, 0.284, 0.364, -0.312, 0.625, 0.447, 0.379, 0.422, 0.484, 0.048, 0.397, 0.292, -0.036, 0.606, 0.490, 0.428, 0.510, -1.539, 0.530, -0.556, 0.466, -1.543, -0.532, 0.405, 0.326, 0.240, 0.423, 0.381, 0.207]
}


> Number 6 is which compound?

C28H35CaN2S2